Record 1
C3H8S2 in the gas phase in a non-equilibrium geometry. Source: OMol25; level of theory: wB97M-V/def2-TZVPD.

Summary:
HOMO in hartree: -0.3327
Relative energy (zero: lowest compared OMol25 entry of this formula, charge and spin) in kJ/mol: 49.00
E in Eh: -915.4583
SMILES: CCCSS
Frontier orbital gap in eV: 9.717
Maximum force in eV/Å: 2.37

Each line ends with the natural charge from an NBO analysis.
CARTESIAN COORDINATES (ANGSTROEM)
C: -0.843 -1.045 -1.506  -0.60
C: -0.310 -0.922 -0.061  -0.43
C: 0.248 0.426 0.239  -0.48
S: 1.642 0.495 1.544  0.05
S: 1.837 2.500 1.782  -0.11
H: -1.870 -0.670 -1.463  0.21
H: -0.923 -2.073 -1.858  0.21
H: -0.143 -0.556 -2.161  0.21
H: -1.052 -1.225 0.680  0.21
H: 0.509 -1.648 0.043  0.20
H: 0.462 0.994 -0.670  0.21
H: -0.426 1.090 0.789  0.21
H: 0.869 2.634 2.642  0.11

---

Record 2
A molecular structure, C3HBrCl3NOS in a non-equilibrium geometry. Source: OMol25; level of theory: wB97M-V/def2-TZVPD.

Summary:
HOMO in hartree: -0.3415
Relative energy (zero: lowest compared OMol25 entry of this formula, charge and spin) in kJ/mol: 34.26
E in Eh: -4597.6524
Frontier orbital gap in eV: 9.475
Maximum force in eV/Å: 3.41

Each line ends with the natural charge from an NBO analysis.
CARTESIAN COORDINATES (ANGSTROEM)
C: -0.799 -0.822 -0.572  0.58
C: 0.695 -0.599 -0.423  -0.23
C: 0.657 1.137 0.491  -0.31
N: -1.479 -0.217 0.434  -0.77
O: -1.320 -1.431 -1.466  -0.55
S: -0.683 0.716 1.626  0.48
Cl: 1.577 -0.472 -1.888  0.10
Cl: 2.174 1.439 1.236  0.09
Cl: 0.222 2.306 -0.734  0.04
Br: 1.445 -1.799 0.863  0.13
H: -2.489 -0.258 0.433  0.43